The following is a quantum chemistry calculation of 10 unconnected molecules or ions with the total composition C16H54N2O10 at a distorted geometry, from OMol25.

## Properties
* frontier orbital gap (spin up / spin down): 1.9 / 9.1 eV
* molecular weight: 434.61 g/mol
* charge: -1
* calculated total energy: -40914.2187 eV
* E_LUMO (spin up / spin down): 2.38 / 2.33 eV
* HOMO (spin up / spin down): 0.52 / -6.79 eV
* spin multiplicity: 2
* ⟨S²⟩: 0.750

```
82
Properties=species:S:1:pos:R:3:forces:R:3
C 15.1257 15.8974 -22.2457 -1.11 -0.69 -0.87
O 15.8722 14.7018 -22.1284 1.27 0.00 0.36
H 14.1781 15.5265 -21.8552 -0.68 1.51 -0.18
H 15.4514 16.8437 -21.8137 0.43 -0.51 0.85
H 15.0632 16.1318 -23.3083 -0.40 -0.07 -0.20
H 15.3272 14.1351 -21.5776 0.49 -0.36 0.17
C 14.1416 11.7974 -19.4006 -1.79 -0.71 1.21
O 15.1725 12.5181 -19.9195 1.80 0.88 -1.60
H 13.9194 12.3216 -18.4711 -0.85 -0.68 0.46
H 13.2461 11.7718 -20.0215 0.15 0.63 -0.26
H 14.3586 10.7401 -19.2488 0.39 -0.17 0.37
H 15.7937 12.6443 -19.1986 0.26 0.20 -0.23
C 14.1831 17.0892 -13.4940 1.37 -0.44 -2.64
O 15.5059 16.3895 -13.2910 -2.39 0.45 1.15
H 14.3110 17.3494 -14.5448 -0.21 1.03 -0.07
H 13.3147 16.4540 -13.6686 0.37 -0.88 1.13
H 13.8865 17.9711 -12.9262 0.69 -0.29 0.52
H 16.1669 17.0846 -13.2543 0.08 0.04 -0.15
C 14.4482 13.4246 -14.8296 -0.64 1.97 -0.17
O 15.6890 13.6340 -14.1959 -0.05 -1.28 0.33
H 14.1864 14.4192 -15.1907 -0.12 0.01 -1.28
H 14.4635 12.6801 -15.6256 0.21 0.04 0.25
H 13.5740 13.3370 -14.1844 0.15 -1.19 0.67
H 15.5143 14.3758 -13.6122 0.54 0.49 0.15
C 11.1943 18.7473 -17.3537 0.63 1.45 2.42
O 10.7601 17.6710 -18.0938 -0.40 -0.52 -1.00
H 12.1488 18.5770 -16.8558 0.25 -0.21 -0.57
H 11.2081 19.7250 -17.8353 0.27 -0.13 -0.63
H 10.5262 18.8953 -16.5053 -0.33 0.08 0.36
H 9.8647 17.9642 -18.2780 -0.36 -0.70 -0.52
C 14.6836 15.3243 -18.1262 -0.82 -1.06 1.41
O 14.4130 16.4668 -17.3112 0.39 -0.52 -0.54
H 13.7827 14.9065 -18.5755 -0.23 0.54 -0.47
H 15.4841 15.2583 -18.8631 0.19 0.97 0.03
H 14.8813 14.5627 -17.3719 0.52 -0.31 -0.03
H 14.6450 17.2903 -17.7466 0.13 0.51 -0.48
C 16.0101 18.9952 -19.8352 2.00 0.24 0.56
O 15.1935 18.9057 -18.7067 -1.35 -0.43 -0.05
H 15.6118 19.5887 -20.6580 -0.46 -0.70 -0.31
H 16.8184 19.6097 -19.4389 0.91 0.01 -0.65
H 16.4182 18.0037 -20.0314 -0.25 0.16 -0.64
H 14.9223 19.8260 -18.6745 -0.96 0.59 1.17
C 11.4358 17.5000 -21.2751 0.16 0.06 1.09
O 12.6852 17.8656 -20.6761 0.00 0.23 -1.37
H 11.0986 18.1722 -22.0641 0.72 0.27 -0.17
H 11.5213 16.4923 -21.6818 -0.20 -0.02 -0.09
H 10.6220 17.5569 -20.5523 0.06 -0.37 0.18
H 12.7378 17.8265 -19.7183 -0.71 -0.09 0.18
C 18.5350 16.8040 -18.4002 0.28 -1.59 -1.62
C 19.1766 16.3669 -17.0953 1.05 0.95 -0.51
C 20.6237 16.8976 -17.0969 0.00 0.66 -0.27
O 21.4759 16.2114 -18.0523 -0.91 -0.89 1.73
C 21.6916 14.9204 -17.4742 -0.02 -0.99 -0.56
N 18.3408 16.8883 -16.0620 -0.04 -0.10 1.69
H 17.4459 16.7841 -18.3608 0.02 0.40 0.26
H 18.7431 16.1021 -19.2078 0.30 -0.16 -0.25
H 18.9287 17.7517 -18.7675 -0.31 0.21 0.34
H 19.2059 15.3072 -16.8417 -0.16 -0.16 -0.87
H 21.0935 16.9451 -16.1144 0.01 -0.67 0.32
H 20.6028 17.9515 -17.3743 -0.05 0.04 -0.43
H 22.3605 14.9178 -16.6136 0.41 0.33 -0.14
H 21.9856 14.1749 -18.2131 0.83 0.56 -0.39
H 20.8149 14.3785 -17.1194 -0.58 0.70 0.20
H 18.3082 17.8966 -16.0142 -0.17 0.18 -0.34
H 17.4565 16.5340 -16.3977 -0.74 0.55 0.91
C 9.4428 10.8522 -21.1778 -0.25 0.59 0.67
C 9.9145 10.9196 -19.7066 0.06 -1.20 -1.49
C 10.1156 12.3387 -19.2186 0.75 0.51 -1.36
O 11.0214 13.0523 -20.1196 0.22 -0.55 0.14
C 11.3618 14.4167 -19.7575 -2.35 -0.93 1.29
N 8.9930 10.1242 -18.8418 1.31 0.20 -0.79
H 8.4523 11.3070 -21.1873 -0.18 -0.04 -0.64
H 9.4295 9.8288 -21.5530 -0.30 -0.04 0.32
H 10.1450 11.3922 -21.8129 -0.21 0.30 0.08
H 10.8656 10.4183 -19.8860 0.34 -0.27 1.33
H 10.5053 12.3201 -18.2009 -0.08 0.31 0.16
H 9.1025 12.7335 -19.2952 -0.09 0.82 0.45
H 10.4231 14.9642 -19.8426 0.05 0.56 -0.38
H 12.1415 14.9236 -20.3259 0.06 -0.80 -0.08
H 11.5066 14.4306 -18.6772 0.80 0.20 0.08
H 9.4852 9.8297 -18.0105 -0.23 0.11 0.22
H 8.1487 10.6241 -18.6023 0.06 0.18 0.07
```
Forces are in eV/Å.

Atomic partial charges in e from the Mulliken method, atoms 1 to 4:
1 C -0.04
2 O -0.56
3 H -0.16
4 H 0.07

---

The following is a quantum chemistry calculation of 10 unconnected molecules or ions with the total composition C16H56N4O10 at a distorted geometry, from OMol25.

## Properties
* frontier orbital gap: 9.3 eV
* molecular weight: 464.64 g/mol
* charge: 0
* calculated total energy: -43930.2565 eV
* ΔE to the lowest compared entry with this formula, charge and spin: 425.8 kJ/mol
* SMILES string: COC[C@H](C)N.COC[C@H](C)N.COC[C@H](C)N.COC[C@H](C)N.O.O.O.O.O.O
* E_LUMO: 0.20 eV
* HOMO: -9.10 eV
* spin multiplicity: 1

```
86
Properties=species:S:1:pos:R:3:forces:R:3
C -10.0391 5.6113 -1.5400 -0.63 0.49 2.48
O -9.4043 4.3997 -1.8056 0.36 0.11 -2.50
C -8.2102 4.1149 -1.0859 -1.68 -0.32 0.72
C -7.6605 2.7678 -1.5284 0.58 0.50 2.26
C -6.3133 2.5769 -0.7999 -0.41 -0.45 -0.52
N -7.5839 2.6045 -2.9501 -0.09 -0.22 0.43
H -10.5348 5.4496 -0.5828 0.03 0.35 0.75
H -10.9126 5.9687 -2.0853 0.43 -0.91 -1.36
H -9.4018 6.4840 -1.3971 0.52 -0.13 -0.26
H -7.4602 4.9056 -1.0724 -0.12 0.35 -0.23
H -8.6280 3.8995 -0.1024 0.79 0.56 0.86
H -8.3448 2.0968 -1.0091 -0.11 -0.74 -0.82
H -5.5875 3.3481 -1.0580 0.08 -0.04 -0.15
H -5.9530 1.5921 -1.0971 0.33 0.10 0.05
H -6.4315 2.5723 0.2837 -0.11 0.10 0.00
H -7.1707 3.4876 -3.2139 0.12 0.12 -0.91
H -8.5606 2.6565 -3.2020 -0.11 0.12 -0.80
C 2.6228 0.1573 -6.5918 -0.60 0.46 -1.94
O 3.2855 0.0706 -7.8952 -0.41 0.28 1.55
C 4.2518 -0.9712 -7.8563 -0.26 0.73 1.15
C 4.8554 -1.1520 -9.1915 2.10 -1.80 -0.47
C 5.6230 0.0559 -9.7295 -0.38 1.41 0.39
N 3.8483 -1.5741 -10.1290 -1.15 1.40 -0.83
H 3.2035 0.7269 -5.8662 0.38 -0.72 0.21
H 2.2384 -0.8349 -6.3554 0.58 -0.10 0.72
H 1.7091 0.7392 -6.7121 0.06 0.22 -0.41
H 5.0259 -0.7688 -7.1161 0.11 0.20 0.30
H 3.7212 -1.8723 -7.5489 0.16 -0.42 -0.01
H 5.5614 -1.9735 -9.0689 0.29 -0.16 0.03
H 6.5370 0.3559 -9.2169 0.24 -0.82 0.35
H 5.0264 0.9423 -9.5141 -0.43 0.13 -0.35
H 5.8588 0.0934 -10.7930 -0.30 -0.61 0.04
H 3.2683 -2.3681 -9.8982 0.74 -0.79 0.51
H 3.2023 -0.8550 -9.8363 -1.13 0.58 -1.25
C 10.6170 -0.5550 1.1767 1.15 -1.29 0.57
O 9.8593 0.0427 0.1879 -1.49 1.25 0.17
C 8.5476 0.4521 0.7055 0.84 0.93 -0.37
C 7.8448 1.4366 -0.3087 0.28 -2.85 -0.22
C 8.3752 2.8029 -0.1592 1.15 0.69 0.25
N 6.4229 1.4294 -0.1405 -1.34 0.40 0.58
H 10.1225 -1.4445 1.5671 -0.17 -0.17 0.17
H 10.9770 0.0137 2.0341 -0.79 0.92 0.18
H 11.5848 -0.8878 0.8018 -0.18 -0.15 -0.78
H 7.9834 -0.4291 1.0110 -0.30 -0.10 -0.47
H 8.6912 1.0408 1.6116 0.20 -0.02 0.34
H 8.0503 0.9769 -1.2755 0.62 0.38 -0.39
H 8.1094 3.5122 -0.9430 -0.04 -0.23 -0.20
H 9.4577 2.6797 -0.1244 0.15 0.48 -0.09
H 8.0631 3.2447 0.7871 -0.08 -0.09 0.15
H 6.0733 2.3160 -0.4749 -0.24 0.10 0.10
H 5.9356 0.7287 -0.6804 0.21 -0.26 0.03
C -5.1014 -0.3727 10.2452 -0.43 0.06 1.66
O -3.7965 -0.4085 9.8176 1.92 -0.32 -0.03
C -3.4605 -1.3792 8.8626 -0.82 -0.01 -1.06
C -4.1748 -0.9771 7.5441 1.20 -1.35 -0.67
C -5.3534 -1.8178 7.1737 -2.07 0.38 1.02
N -3.2408 -1.0546 6.4354 1.01 0.36 -1.12
H -5.4084 -1.2559 10.8053 0.03 -0.71 -0.28
H -5.8730 -0.1686 9.5028 0.15 0.34 -0.19
H -5.0401 0.3585 11.0513 -0.68 0.53 -0.32
H -2.3950 -1.5410 8.6993 0.27 1.36 0.13
H -3.6760 -2.4009 9.1752 -1.09 -0.20 0.28
H -4.4658 0.0730 7.5180 -0.02 0.00 0.88
H -5.1864 -2.8506 6.8678 0.45 0.23 -0.36
H -5.9281 -1.2160 6.4697 -0.01 -0.57 -0.66
H -6.0595 -1.9061 7.9993 -0.06 -0.07 0.36
H -3.6532 -0.5850 5.6421 0.01 0.53 -0.12
H -3.1659 -1.9829 6.0446 0.15 -0.56 0.46
O 1.8237 -2.6702 5.5101 0.24 0.01 0.12
H 1.3598 -2.0828 4.9135 -0.09 0.20 -0.19
H 1.2148 -3.3943 5.6557 -0.15 -0.20 0.04
O -1.4075 -5.5019 2.8165 0.08 0.11 0.21
H -1.7900 -6.3792 2.8073 -0.12 -0.21 0.04
H -1.2475 -5.3002 1.8946 0.04 0.14 -0.24
O 2.3617 -4.6782 -2.1023 -0.06 0.26 -0.05
H 1.8418 -5.3957 -2.4643 -0.15 -0.16 -0.13
H 2.9544 -5.1010 -1.4810 0.18 -0.06 0.18
O 2.2498 0.6779 2.7093 -0.20 -0.20 -0.07
H 2.2739 1.2689 3.4618 -0.01 0.12 0.23
H 2.8560 1.0670 2.0790 0.21 0.06 -0.17
O -0.7248 -1.6912 -0.6398 -0.28 -0.06 -0.05
H -0.0097 -2.1060 -1.1225 0.21 -0.16 -0.15
H -0.2895 -1.0872 -0.0382 0.09 0.17 0.21
O -5.4668 -3.6689 -0.3505 -0.12 -0.08 0.20
H -4.6890 -3.1304 -0.4964 0.24 0.18 0.01
H -5.6892 -4.0091 -1.2171 -0.10 -0.09 -0.20
```
Forces are in eV/Å.

Atomic partial charges in e from the Mulliken method, atoms 1 to 4:
1 C -0.82
2 O -0.30
3 C -0.83
4 C 0.33